{"formula": "C46H36N5O12S3W", "method": "the ωB97M-V functional and the def2-TZVPD basis", "e_homo_ev": -5.80, "fmax_ev_per_a": 0.8, "gap_ev": 6.5, "energy_ha": -4213.111597, "charge": -1, "e_above_lowest_kcal_mol": 27.6, "symbols": ["W", "O", "C", "C", "C", "C", "C", "C", "C", "N", "N", "C", "O", "C", "C", "C", "C", "C", "C", "H", "H", "H", "H", "H", "H", "H", "H", "H", "H", "O", "S", "O", "O", "C", "C", "C", "C", "C", "C", "S", "O", "O", "O", "H", "H", "H", "H", "S", "C", "N", "O", "C", "N", "C", "C", "O", "N", "C", "C", "C", "C", "C", "C", "C", "C", "C", "C", "C", "C", "H", "H", "H", "H", "H", "H", "H", "H", "H", "H", "H", "C", "C", "C", "C", "C", "C", "C", "C", "C", "C", "O", "O", "H", "H", "H", "H", "H", "H", "H", "H", "H", "H", "H"], "positions_angstrom": [[-0.90, 0.48, 0.04], [-0.78, 2.20, -1.05], [0.23, 3.05, -1.15], [-0.03, 4.42, -1.08], [1.02, 5.32, -1.21], [2.33, 4.88, -1.43], [2.57, 3.53, -1.53], [1.53, 2.61, -1.39], [1.74, 1.21, -1.57], [0.86, 0.31, -1.30], [1.19, -0.95, -1.72], [0.21, -1.74, -1.46], [-0.90, -1.30, -0.93], [0.36, -3.19, -1.67], [-0.56, -4.05, -1.07], [-0.42, -5.42, -1.22], [0.61, -5.94, -1.99], [1.51, -5.08, -2.61], [1.39, -3.71, -2.44], [-1.04, 4.75, -0.90], [0.81, 6.38, -1.13], [3.14, 5.59, -1.51], [3.58, 3.16, -1.70], [2.67, 0.86, -2.01], [-1.35, -3.63, -0.46], [-1.13, -6.09, -0.74], [0.72, -7.01, -2.11], [2.31, -5.48, -3.22], [2.09, -3.02, -2.91], [-3.41, 1.50, 3.06], [-2.15, 1.67, 2.41], [-1.22, 0.53, 2.46], [-2.22, 2.01, 0.95], [-1.40, 3.10, 3.14], [-2.25, 3.98, 3.79], [-1.75, 5.17, 4.31], [-0.40, 5.47, 4.18], [0.45, 4.59, 3.53], [-0.04, 3.41, 3.01], [1.14, 2.31, 2.24], [1.41, 1.28, 3.19], [2.24, 3.13, 1.81], [0.36, 1.86, 1.02], [-3.29, 3.72, 3.89], [-2.42, 5.86, 4.81], [-0.01, 6.40, 4.58], [1.50, 4.81, 3.40], [-4.69, -2.05, 1.66], [-3.44, -1.20, 1.14], [-2.53, -0.59, 0.73], [-0.78, -2.47, 1.84], [0.32, -1.97, 1.74], [1.45, -2.52, 2.27], [2.63, -1.72, 2.08], [2.03, -0.58, 1.22], [2.73, 0.28, 0.73], [0.68, -0.79, 1.04], [3.70, -2.45, 1.24], [3.37, -3.62, 0.55], [4.33, -4.28, -0.20], [5.62, -3.78, -0.30], [5.94, -2.60, 0.36], [4.99, -1.95, 1.12], [3.26, -1.24, 3.39], [3.30, -2.10, 4.48], [3.91, -1.72, 5.67], [4.50, -0.47, 5.78], [4.48, 0.39, 4.69], [3.87, 0.01, 3.51], [1.35, -3.19, 3.01], [2.37, -4.01, 0.61], [4.06, -5.19, -0.72], [6.37, -4.30, -0.89], [6.94, -2.19, 0.28], [5.26, -1.03, 1.63], [2.86, -3.09, 4.42], [3.92, -2.41, 6.51], [4.97, -0.17, 6.71], [4.93, 1.37, 4.77], [3.84, 0.70, 2.67], [-7.53, 0.26, -5.20], [-6.17, 0.30, -4.55], [-5.40, 1.45, -4.57], [-4.15, 1.50, -3.94], [-3.32, 2.76, -3.97], [-3.69, 0.37, -3.29], [-4.44, -0.81, -3.24], [-3.93, -2.02, -2.51], [-5.67, -0.82, -3.88], [-2.36, 0.43, -2.58], [-1.31, 0.28, -3.17], [-2.50, 0.66, -1.29], [-7.68, 1.13, -5.83], [-8.32, 0.24, -4.44], [-7.64, -0.64, -5.81], [-5.77, 2.33, -5.08], [-3.92, 3.62, -4.27], [-2.49, 2.66, -4.67], [-2.89, 2.97, -2.99], [-2.91, -2.26, -2.82], [-4.57, -2.88, -2.68], [-3.89, -1.83, -1.43], [-6.27, -1.73, -3.85]]}

=====

{"formula": "C46H37ClCrN5O", "method": "the ωB97M-V functional and the def2-TZVPD basis", "e_homo_ev": [-6.36, -6.50], "fmax_ev_per_a": 1.3, "gap_ev": [6.0, 6.0], "multiplicity": 4, "energy_ha": -3628.756824, "e_above_lowest_kcal_mol": 0.0, "symbols": ["Cr", "Cl", "C", "C", "C", "C", "O", "C", "C", "N", "C", "C", "C", "C", "C", "C", "C", "C", "N", "C", "C", "H", "H", "H", "H", "H", "H", "H", "H", "H", "H", "C", "C", "C", "C", "N", "C", "C", "C", "C", "C", "C", "C", "H", "H", "H", "H", "H", "H", "H", "H", "C", "C", "C", "C", "N", "N", "C", "H", "H", "H", "H", "H", "H", "H", "H", "C", "C", "C", "C", "C", "C", "C", "C", "C", "C", "C", "C", "C", "C", "H", "H", "H", "H", "H", "H", "H", "H", "H", "H", "H"], "positions_angstrom": [[-0.51, -0.35, -0.01], [6.11, -2.38, -2.41], [4.51, -1.74, -2.14], [3.67, -1.51, -3.24], [2.41, -1.02, -3.05], [1.90, -0.75, -1.75], [0.69, -0.29, -1.61], [2.78, -0.94, -0.67], [2.44, -0.51, 0.66], [1.28, -0.13, 1.06], [1.09, 0.42, 2.37], [2.04, 0.39, 3.38], [1.77, 0.98, 4.60], [0.54, 1.60, 4.79], [-0.42, 1.62, 3.80], [-1.75, 2.18, 3.99], [-2.66, 2.09, 3.04], [-2.39, 1.47, 1.70], [-1.04, 0.97, 1.52], [-0.16, 1.02, 2.55], [4.08, -1.44, -0.88], [4.04, -1.73, -4.23], [1.75, -0.82, -3.89], [3.27, -0.48, 1.37], [3.00, -0.09, 3.22], [2.51, 0.95, 5.39], [0.30, 2.05, 5.75], [-1.98, 2.65, 4.94], [-3.65, 2.51, 3.20], [-2.59, 2.23, 0.93], [4.75, -1.57, -0.04], [-3.62, -3.00, -1.77], [-4.17, -2.19, -2.76], [-3.71, -0.90, -2.93], [-2.70, -0.43, -2.09], [-2.17, -1.22, -1.15], [-2.61, -2.47, -0.99], [-2.17, 0.95, -2.09], [-2.58, 1.94, -2.98], [-2.03, 3.20, -2.91], [-1.06, 3.47, -1.94], [-0.66, 2.49, -1.05], [-1.22, 1.21, -1.12], [-3.96, -4.01, -1.61], [-4.95, -2.57, -3.40], [-4.12, -0.26, -3.69], [-2.12, -3.04, -0.21], [-3.33, 1.74, -3.74], [-2.34, 3.97, -3.59], [-0.62, 4.46, -1.88], [0.09, 2.71, -0.30], [2.89, -5.51, 0.23], [1.88, -4.64, -0.43], [1.45, -4.56, -1.73], [0.53, -3.49, -1.75], [0.42, -2.94, -0.55], [1.23, -3.67, 0.24], [-0.21, -2.99, -2.94], [3.10, -6.38, -0.39], [2.55, -5.86, 1.20], [3.83, -4.97, 0.37], [1.76, -5.17, -2.56], [1.35, -3.41, 1.21], [0.35, -3.24, -3.85], [-0.32, -1.90, -2.90], [-1.20, -3.44, -3.03], [-0.74, -2.39, 6.80], [0.14, -3.14, 6.04], [0.13, -3.03, 4.66], [-0.76, -2.17, 4.01], [-1.65, -1.43, 4.79], [-1.64, -1.54, 6.17], [-0.73, -2.10, 2.54], [-1.58, -1.37, 1.80], [-2.88, -1.01, 1.90], [-3.37, 0.31, 1.38], [-4.80, 0.61, 1.70], [-5.62, -0.31, 2.19], [-5.14, -1.65, 2.49], [-3.86, -1.99, 2.33], [-0.73, -2.47, 7.88], [0.84, -3.81, 6.52], [0.82, -3.61, 4.07], [-2.33, -0.74, 4.32], [-2.33, -0.94, 6.75], [0.12, -2.60, 2.10], [-3.34, 0.21, 0.28], [-5.17, 1.60, 1.45], [-6.66, -0.07, 2.37], [-5.84, -2.38, 2.89], [-3.50, -2.98, 2.58]]}

=====

{"formula": "C46H38BrClO7P2S2SiTa", "method": "the ωB97M-V functional and the def2-TZVPD basis", "e_homo_ev": -10.48, "fmax_ev_per_a": 0.8, "gap_ev": 6.6, "energy_ha": -7161.866885, "charge": 1, "e_above_lowest_kcal_mol": 8.7, "symbols": ["Ta", "C", "Si", "C", "C", "C", "C", "C", "C", "P", "C", "C", "C", "C", "C", "C", "C", "C", "C", "C", "C", "C", "C", "C", "C", "C", "C", "C", "P", "C", "C", "C", "C", "C", "C", "C", "C", "C", "C", "C", "C", "H", "H", "H", "H", "H", "H", "H", "H", "H", "H", "H", "H", "H", "H", "H", "H", "H", "H", "H", "H", "H", "H", "H", "H", "H", "H", "H", "H", "H", "H", "H", "C", "O", "C", "S", "S", "H", "H", "H", "O", "Cl", "O", "O", "O", "Br", "C", "C", "C", "C", "C", "C", "C", "O", "O", "H", "H", "H", "H"], "positions_angstrom": [[-0.54, 0.25, -0.24], [-0.71, 2.06, 3.49], [0.24, 0.97, 2.29], [0.59, -0.63, 3.23], [0.44, -0.76, 4.61], [0.83, -1.92, 5.26], [1.38, -2.98, 4.55], [1.53, -2.88, 3.17], [1.13, -1.71, 2.52], [1.33, -1.48, 0.75], [1.15, -3.15, 0.06], [1.95, -3.66, -0.96], [1.70, -4.93, -1.47], [0.66, -5.69, -0.97], [-0.14, -5.19, 0.05], [0.10, -3.93, 0.56], [3.08, -1.00, 0.54], [3.66, -0.84, -0.72], [5.00, -0.52, -0.85], [5.78, -0.33, 0.28], [5.21, -0.45, 1.54], [3.87, -0.79, 1.67], [1.94, 1.78, 2.08], [2.84, 1.80, 3.15], [4.07, 2.43, 3.03], [4.42, 3.07, 1.85], [3.54, 3.08, 0.78], [2.31, 2.41, 0.90], [1.02, 2.55, -0.36], [0.41, 4.25, -0.05], [-0.41, 4.47, 1.06], [-0.77, 5.76, 1.42], [-0.32, 6.84, 0.68], [0.52, 6.63, -0.40], [0.89, 5.35, -0.77], [1.80, 2.67, -1.99], [1.09, 3.25, -3.05], [1.66, 3.33, -4.31], [2.93, 2.82, -4.54], [3.63, 2.23, -3.50], [3.07, 2.16, -2.23], [0.02, 2.63, 4.08], [-1.30, 1.44, 4.15], [-1.40, 2.76, 3.02], [0.02, 0.05, 5.19], [0.70, -2.01, 6.33], [1.68, -3.89, 5.06], [1.95, -3.70, 2.61], [2.78, -3.09, -1.34], [2.34, -5.32, -2.25], [0.47, -6.68, -1.37], [-0.95, -5.79, 0.45], [-0.52, -3.55, 1.36], [3.05, -0.95, -1.61], [5.44, -0.42, -1.83], [6.83, -0.07, 0.19], [5.80, -0.28, 2.43], [3.44, -0.88, 2.66], [2.58, 1.31, 4.08], [4.76, 2.43, 3.87], [5.38, 3.57, 1.76], [3.79, 3.61, -0.13], [-0.76, 3.64, 1.64], [-1.41, 5.91, 2.28], [-0.60, 7.85, 0.96], [0.89, 7.48, -0.97], [1.56, 5.22, -1.61], [0.09, 3.63, -2.89], [1.10, 3.78, -5.12], [3.37, 2.88, -5.53], [4.63, 1.83, -3.67], [3.63, 1.70, -1.42], [-4.98, 1.81, -0.77], [-4.80, 1.37, 0.59], [-3.62, 1.27, 1.17], [-3.48, 0.64, 2.65], [-2.27, 1.91, 0.15], [-6.04, 1.68, -0.96], [-4.40, 1.19, -1.45], [-4.70, 2.85, -0.88], [-2.87, -3.14, -0.17], [-2.40, -1.87, -0.49], [-3.35, -1.01, -1.08], [-1.17, -1.88, -1.31], [-1.86, -1.18, 0.76], [-1.81, 1.86, -4.92], [-0.36, 0.69, -5.16], [0.00, 0.41, -6.48], [1.07, -0.43, -6.75], [1.80, -1.00, -5.72], [1.45, -0.72, -4.41], [0.37, 0.12, -4.11], [0.08, 0.36, -2.70], [0.82, -0.16, -1.77], [-0.90, 1.01, -2.24], [-0.57, 0.86, -7.28], [1.33, -0.63, -7.78], [2.63, -1.66, -5.93], [1.99, -1.17, -3.60]]}

=====

{"formula": "C46H38BrClO7P2S2SiTa", "method": "the ωB97M-V functional and the def2-TZVPD basis", "e_homo_ev": -10.09, "fmax_ev_per_a": 0.7, "gap_ev": 6.1, "energy_ha": -7161.873645, "charge": 1, "e_above_lowest_kcal_mol": 4.4, "symbols": ["Ta", "C", "Si", "C", "C", "C", "C", "C", "C", "P", "C", "C", "C", "C", "C", "C", "C", "C", "C", "C", "C", "C", "C", "C", "C", "C", "C", "C", "P", "C", "C", "C", "C", "C", "C", "C", "C", "C", "C", "C", "C", "H", "H", "H", "H", "H", "H", "H", "H", "H", "H", "H", "H", "H", "H", "H", "H", "H", "H", "H", "H", "H", "H", "H", "H", "H", "H", "H", "H", "H", "H", "H", "C", "O", "C", "S", "S", "H", "H", "H", "O", "Cl", "O", "O", "O", "Br", "C", "C", "C", "C", "C", "C", "C", "O", "O", "H", "H", "H", "H"], "positions_angstrom": [[-0.97, -1.05, 0.10], [0.16, -2.58, 3.33], [0.86, -1.51, 1.98], [2.41, -2.22, 1.19], [3.32, -3.02, 1.88], [4.51, -3.42, 1.28], [4.80, -3.03, -0.02], [3.90, -2.24, -0.73], [2.71, -1.86, -0.12], [1.50, -0.82, -0.98], [1.61, -1.32, -2.73], [1.71, -0.42, -3.78], [1.75, -0.87, -5.09], [1.71, -2.23, -5.37], [1.62, -3.14, -4.32], [1.57, -2.69, -3.01], [2.17, 0.88, -0.85], [1.71, 1.94, -1.63], [2.29, 3.19, -1.53], [3.30, 3.43, -0.61], [3.74, 2.39, 0.20], [3.20, 1.12, 0.07], [1.45, 0.13, 2.73], [2.68, 0.28, 3.37], [3.05, 1.50, 3.92], [2.19, 2.59, 3.86], [0.95, 2.46, 3.25], [0.60, 1.23, 2.68], [-1.04, 0.93, 1.97], [-2.08, 0.57, 3.42], [-1.48, 0.41, 4.67], [-2.25, 0.09, 5.78], [-3.62, -0.08, 5.66], [-4.22, 0.08, 4.42], [-3.46, 0.40, 3.31], [-1.57, 2.53, 1.29], [-0.62, 3.27, 0.59], [-0.96, 4.48, 0.01], [-2.25, 4.97, 0.12], [-3.21, 4.23, 0.81], [-2.87, 3.02, 1.40], [0.88, -2.67, 4.14], [-0.76, -2.14, 3.74], [-0.09, -3.57, 2.95], [3.11, -3.34, 2.89], [5.20, -4.05, 1.82], [5.72, -3.34, -0.49], [4.12, -1.95, -1.75], [1.78, 0.64, -3.61], [1.83, -0.15, -5.90], [1.75, -2.58, -6.39], [1.61, -4.20, -4.52], [1.52, -3.41, -2.21], [0.88, 1.81, -2.31], [1.93, 3.99, -2.17], [3.74, 4.41, -0.53], [4.53, 2.56, 0.92], [3.58, 0.32, 0.68], [3.37, -0.56, 3.42], [4.01, 1.60, 4.41], [2.48, 3.53, 4.30], [0.28, 3.30, 3.21], [-0.41, 0.52, 4.79], [-1.77, -0.03, 6.75], [-4.22, -0.33, 6.53], [-5.29, -0.05, 4.31], [-3.95, 0.50, 2.36], [0.40, 2.91, 0.51], [-0.20, 5.05, -0.51], [-2.52, 5.92, -0.32], [-4.22, 4.61, 0.91], [-3.62, 2.48, 1.95], [-1.54, -4.80, -2.38], [-2.02, -5.13, -1.06], [-1.55, -4.57, 0.04], [-2.12, -4.99, 1.49], [-0.19, -3.40, -0.17], [-2.17, -5.38, -3.05], [-0.50, -5.09, -2.48], [-1.66, -3.74, -2.58], [-4.76, -1.69, 1.39], [-3.59, -1.67, 0.63], [-3.58, -2.54, -0.49], [-3.22, -0.31, 0.16], [-2.37, -1.99, 1.47], [-1.97, -1.46, -4.95], [-2.02, 0.39, -4.57], [-2.32, 1.23, -5.63], [-2.39, 2.60, -5.43], [-2.15, 3.15, -4.18], [-1.84, 2.32, -3.13], [-1.76, 0.93, -3.30], [-1.40, 0.15, -2.12], [-1.09, 0.75, -1.02], [-1.34, -1.11, -2.04], [-2.52, 0.80, -6.60], [-2.64, 3.24, -6.27], [-2.22, 4.22, -4.03], [-1.66, 2.72, -2.14]]}

=====

{"formula": "C46H39F6GeHoN3OP", "method": "the ωB97M-V functional and the def2-TZVPD basis", "e_homo_ev": [-1.89, -1.90], "fmax_ev_per_a": 1.8, "gap_ev": [6.3, 6.3], "multiplicity": 5, "energy_ha": -5981.717337, "charge": -2, "symbols": ["Ho", "C", "C", "N", "C", "C", "C", "C", "C", "C", "C", "N", "C", "C", "C", "C", "C", "C", "C", "C", "N", "C", "H", "H", "H", "H", "H", "H", "H", "H", "H", "H", "H", "H", "C", "C", "C", "C", "C", "C", "C", "H", "H", "H", "H", "H", "F", "P", "F", "F", "F", "F", "F", "C", "C", "C", "C", "C", "C", "Ge", "C", "C", "C", "C", "C", "C", "C", "C", "C", "C", "C", "C", "H", "H", "H", "H", "H", "H", "H", "H", "H", "H", "H", "H", "H", "H", "H", "C", "C", "C", "O", "H", "H", "H", "H", "H", "H", "H"], "positions_angstrom": [[12.45, 12.91, 9.62], [16.51, 14.37, 11.18], [15.28, 14.24, 10.33], [14.15, 13.54, 11.01], [14.12, 13.28, 12.40], [15.24, 13.57, 13.13], [16.47, 14.03, 12.49], [15.19, 13.42, 14.53], [13.99, 13.09, 15.11], [12.83, 12.93, 14.34], [12.87, 12.90, 12.93], [11.89, 12.63, 11.98], [10.70, 12.10, 12.32], [10.32, 11.51, 13.51], [9.00, 11.14, 13.77], [7.99, 11.35, 12.87], [8.34, 11.81, 11.60], [7.41, 12.00, 10.60], [7.75, 12.44, 9.35], [9.11, 12.68, 9.09], [10.03, 12.51, 10.04], [9.69, 12.14, 11.29], [17.44, 14.77, 10.70], [15.03, 15.12, 9.73], [17.39, 14.10, 13.12], [16.15, 13.53, 15.06], [13.87, 12.96, 16.18], [11.90, 12.81, 14.88], [11.06, 11.26, 14.24], [8.78, 10.76, 14.78], [6.97, 11.02, 13.09], [6.35, 11.74, 10.80], [7.06, 12.55, 8.52], [9.47, 12.98, 8.10], [14.89, 12.86, 9.85], [15.80, 11.73, 10.06], [15.74, 10.85, 11.15], [16.60, 9.75, 11.20], [17.42, 9.45, 10.13], [17.44, 10.28, 9.04], [16.67, 11.41, 8.97], [15.07, 11.07, 11.96], [16.54, 9.12, 12.07], [17.98, 8.53, 10.15], [18.04, 9.98, 8.18], [16.65, 12.02, 8.10], [11.35, 11.79, 7.16], [11.63, 12.56, 5.74], [10.29, 11.93, 5.10], [12.93, 13.23, 6.55], [11.95, 13.35, 4.38], [10.78, 13.80, 6.29], [12.50, 11.31, 5.25], [14.38, 7.22, 13.90], [13.81, 8.47, 13.97], [13.16, 9.00, 12.87], [13.06, 8.33, 11.65], [13.64, 7.07, 11.60], [14.24, 6.50, 12.71], [12.08, 9.37, 10.10], [10.15, 8.65, 10.20], [9.53, 8.24, 11.39], [8.14, 8.18, 11.48], [7.35, 8.46, 10.35], [7.96, 8.79, 9.16], [9.35, 8.90, 9.08], [12.75, 8.28, 8.57], [12.34, 6.99, 8.19], [12.83, 6.41, 7.03], [13.74, 7.06, 6.21], [14.14, 8.33, 6.57], [13.68, 8.89, 7.74], [14.87, 6.74, 14.72], [13.81, 9.04, 14.89], [12.76, 9.99, 12.99], [13.68, 6.51, 10.68], [14.64, 5.47, 12.71], [10.13, 8.00, 12.26], [7.67, 7.87, 12.39], [6.30, 8.39, 10.47], [7.37, 9.03, 8.26], [9.74, 9.33, 8.17], [11.60, 6.50, 8.78], [12.55, 5.42, 6.81], [14.06, 6.57, 5.27], [14.90, 8.85, 5.96], [14.04, 9.88, 8.01], [12.29, 16.55, 11.09], [11.44, 16.11, 9.91], [11.27, 17.21, 8.88], [11.94, 14.95, 9.38], [11.91, 17.52, 11.46], [13.29, 16.65, 10.76], [12.20, 15.81, 11.82], [10.44, 15.88, 10.32], [12.27, 17.55, 8.57], [10.68, 18.02, 9.25], [10.74, 16.78, 8.03]]}